Density functional theory data (ωB97M-V/def2-TZVPD) for a molecular structure, C39H36BrMoN5O6P.

```
89
Properties=species:S:1:pos:R:3:forces:R:3:lowdin_charge:R:1
Mo -0.5648 0.0354 0.0947 0.013 0.024 -0.426 1.6232
O 1.8700 -0.9004 3.2202 0.094 -0.054 -0.064 -0.0021
C 3.0058 -1.4925 2.7056 0.007 -0.014 0.011 -0.2432
C 4.0146 -1.8824 3.5680 -0.022 0.013 0.031 -0.0039
C 5.1734 -2.4479 3.0550 0.003 -0.003 -0.008 -0.0696
C 5.3353 -2.6073 1.6867 -0.004 -0.004 0.008 -0.0782
C 4.3175 -2.2123 0.8307 -0.007 -0.002 -0.035 -0.0246
C 3.1402 -1.6690 1.3248 0.043 0.026 -0.016 -0.1064
C 1.9981 -1.3483 0.3914 -0.023 0.008 0.025 -0.3514
O 1.2759 -0.2361 0.8278 0.067 -0.005 0.090 -0.3886
N 1.0741 -2.4961 0.4372 -0.037 -0.055 0.127 0.0606
N -0.2241 -2.2366 0.0665 -0.080 0.061 0.045 -0.0529
C -0.9518 -3.2420 -0.2357 0.024 0.053 -0.084 -0.1693
C -2.3865 -3.2356 -0.4781 -0.017 -0.093 -0.066 -0.6307
Br -3.4898 -2.2750 0.7342 -0.061 -0.005 0.071 0.8590
C -2.9699 -4.0384 -1.3726 -0.053 0.064 0.018 -0.0847
C -2.2906 -4.9170 -2.3298 0.009 -0.033 -0.035 -0.2116
C -2.9660 -6.0793 -2.7182 0.010 0.008 -0.020 -0.0301
C -2.3839 -6.9761 -3.5947 -0.010 -0.003 0.002 -0.0658
C -1.1241 -6.7158 -4.1191 0.009 0.002 -0.004 -0.0672
C -0.4556 -5.5538 -3.7662 0.003 0.000 0.002 -0.0569
C -1.0309 -4.6567 -2.8782 0.045 -0.019 0.022 -0.0401
H 1.4953 -0.4411 2.4277 0.054 0.082 0.000 0.0327
H 3.8844 -1.7322 4.6318 0.001 0.002 -0.005 0.1210
H 5.9598 -2.7540 3.7322 -0.002 0.003 -0.001 0.1092
H 6.2457 -3.0335 1.2885 -0.002 0.000 0.005 0.1059
H 4.4315 -2.3291 -0.2416 -0.001 0.005 0.006 0.1217
H 2.3570 -1.1713 -0.6272 0.020 -0.024 -0.020 0.1397
H 1.4456 -3.3493 0.0319 0.026 0.013 0.000 0.1520
H -0.4826 -4.2227 -0.3230 0.026 0.002 0.061 0.1489
H -4.0534 -4.0769 -1.3883 0.003 -0.002 0.021 0.1139
H -3.9527 -6.2791 -2.3180 0.001 0.006 -0.001 0.1172
H -2.9156 -7.8747 -3.8774 0.002 0.002 0.001 0.1099
H -0.6730 -7.4108 -4.8148 -0.001 0.002 0.001 0.1094
H 0.5131 -5.3293 -4.1925 -0.003 -0.001 -0.002 0.1131
H -0.4954 -3.7402 -2.6599 -0.020 -0.039 -0.023 0.0824
N -2.5793 0.9827 0.5535 -0.142 -0.113 0.093 -0.0779
C -3.5013 1.1517 -0.5933 0.049 -0.003 -0.001 -0.1190
C -3.0261 0.3191 -1.7570 -0.054 -0.046 0.043 -0.5623
O -3.6430 0.2992 -2.8043 -0.006 -0.011 -0.008 0.0705
N -1.8704 -0.3451 -1.5036 0.117 0.162 0.103 -0.1231
C -1.2745 -0.9909 -2.6544 0.024 0.046 -0.062 -0.1138
C 0.2228 -0.9218 -2.4601 -0.053 0.035 -0.036 -0.5929
O 1.0176 -1.6635 -2.9795 0.010 0.063 -0.031 0.1007
O 0.5554 0.0445 -1.6026 0.109 -0.248 0.275 -0.2404
H -2.9850 0.3203 1.2092 -0.042 -0.009 -0.021 0.0272
H -2.5015 1.8674 1.0488 0.004 -0.031 0.038 0.0746
H -3.5064 2.1952 -0.9043 -0.001 0.002 -0.021 0.1103
H -4.5180 0.8677 -0.3268 -0.007 -0.001 -0.003 0.1317
H -1.5490 -0.4717 -3.5769 0.012 0.019 -0.003 0.1413
H -1.5978 -2.0249 -2.7716 -0.006 0.051 -0.017 0.1034
O -0.8175 -1.4165 2.8054 -0.247 0.035 0.096 -0.0555
N -0.8488 -0.1021 2.3295 0.158 0.129 -0.211 -0.1482
C -0.8548 0.7735 3.2549 0.045 -0.017 0.061 -0.0457
C -0.7670 2.2404 3.1609 -0.046 0.057 -0.013 -0.1781
C -1.0080 2.8648 4.3912 0.001 0.038 -0.024 -0.0150
C -0.8791 4.2325 4.5547 -0.005 -0.028 0.000 -0.0347
C -0.4580 5.0057 3.4870 -0.005 0.014 0.010 -0.0303
C -0.2013 4.4042 2.2649 0.027 0.016 -0.004 -0.0831
C -0.3769 3.0370 2.0619 0.084 0.016 0.079 -0.2832
P 0.0635 2.4339 0.3954 -0.149 -0.201 0.055 1.0606
C 1.8039 2.8670 0.2362 -0.014 0.041 -0.095 -0.3386
C 2.2820 3.5780 -0.8588 0.012 0.012 -0.029 -0.0649
C 3.6406 3.8408 -0.9674 0.010 0.003 0.001 -0.0594
C 4.5162 3.3950 0.0101 -0.006 0.007 -0.008 -0.0586
C 4.0374 2.6913 1.1087 -0.007 -0.008 0.000 -0.0539
C 2.6849 2.4257 1.2240 0.039 0.005 0.012 -0.0838
C -0.9323 3.3753 -0.7912 -0.049 0.017 0.065 -0.3577
C -0.8258 2.9748 -2.1277 -0.032 -0.011 -0.008 -0.1027
C -1.6594 3.5264 -3.0861 0.024 -0.007 -0.011 -0.0441
C -2.6147 4.4674 -2.7233 0.003 -0.002 -0.002 -0.0517
C -2.7324 4.8592 -1.3987 -0.005 0.004 -0.013 -0.0657
C -1.8967 4.3150 -0.4315 0.006 0.032 -0.006 -0.0964
H 0.1084 -1.5604 3.1052 0.027 0.000 -0.043 0.0889
H -0.8935 0.3875 4.2711 0.013 -0.041 -0.005 0.1517
H -1.2880 2.2577 5.2429 0.002 -0.017 -0.011 0.1225
H -1.0779 4.6816 5.5180 0.001 0.004 -0.005 0.1203
H -0.3133 6.0716 3.6017 -0.003 -0.003 0.007 0.1216
H 0.1601 5.0162 1.4468 0.004 -0.019 -0.007 0.1228
H 1.6079 3.9324 -1.6278 -0.010 -0.015 0.017 0.1015
H 4.0107 4.3940 -1.8200 0.006 -0.001 0.005 0.1123
H 5.5751 3.5977 -0.0807 -0.001 0.000 0.001 0.1122
H 4.7186 2.3431 1.8738 0.001 0.005 -0.004 0.1138
H 2.3237 1.8753 2.0839 -0.018 -0.008 -0.006 0.1039
H -0.1127 2.2085 -2.4090 0.009 0.009 0.009 0.1004
H -1.5749 3.2055 -4.1156 -0.010 0.001 0.001 0.1202
H -3.2727 4.8858 -3.4729 -0.001 -0.001 0.003 0.1160
H -3.4804 5.5864 -1.1114 0.005 0.000 0.002 0.1139
H -2.0169 4.6254 0.5975 0.001 -0.004 -0.005 0.0959
```
Positions in Å, forces in eV/Å.

Values from the calculation:
Total charge ... +1
2S+1 ... 3
Gap between HOMO and LUMO (spin up / spin down) ... 6.98 / 6.91 eV

***

Density functional theory data (ωB97M-V/def2-TZVPD) for a molecular structure, C39H36ClIIrNO2P2.

```
83
Properties=species:S:1:pos:R:3:forces:R:3:lowdin_charge:R:1
Ir -0.0838 -0.0496 0.4864 -0.118 -0.200 -0.073 1.0858
Cl 4.0513 -0.2476 6.1336 0.019 0.002 0.084 0.8833
C 3.4970 -0.2549 4.5390 0.013 -0.020 -0.057 -0.5620
C 4.4075 -0.4476 3.5071 -0.099 0.027 0.057 -0.1309
C 4.0009 -0.4495 2.1848 -0.040 0.023 -0.058 -0.6127
I 5.3547 -0.7481 0.6722 -0.010 0.006 -0.036 1.1365
C 2.6196 -0.2385 1.8513 0.045 0.037 0.105 -0.3988
O 2.1876 -0.1910 0.6786 0.125 -0.011 -0.090 -0.1505
C 1.6743 -0.0770 2.9484 -0.004 0.013 -0.017 -0.1455
N 0.3760 0.0655 2.5936 0.026 0.105 -0.084 -0.0450
C -0.5336 0.2344 3.5492 0.020 -0.014 0.025 -0.0815
C -0.1987 0.2661 4.9017 -0.035 0.010 -0.037 0.0166
C 1.1151 0.1095 5.2718 0.044 0.007 0.049 0.0420
C 2.0896 -0.0716 4.2762 0.066 -0.006 0.125 -0.1380
H 5.4503 -0.5941 3.7555 -0.004 0.000 0.007 0.1165
H -1.5615 0.3439 3.2293 0.006 -0.010 0.007 0.1072
H -0.9750 0.4098 5.6397 0.002 -0.003 -0.005 0.1342
H 1.4017 0.1254 6.3149 -0.004 -0.003 -0.007 0.1186
C -1.1689 1.8963 -2.0790 -0.010 0.089 -0.070 -0.3563
C -1.6457 0.5100 -2.5189 -0.057 -0.060 0.075 -0.3448
P -1.9969 -0.4759 -1.0070 0.060 -0.030 -0.018 0.9348
C -2.2034 -2.1858 -1.5683 -0.003 -0.175 -0.043 -0.2375
C -1.3602 -2.7334 -2.5958 -0.141 0.225 0.232 -0.0370
C -1.5434 -4.0111 -3.0180 -0.208 -0.244 0.082 0.0082
C -2.5597 -4.8097 -2.4165 0.022 0.129 0.050 0.0903
C -3.3713 -4.2996 -1.3636 0.134 -0.178 -0.226 0.0114
C -3.1913 -3.0200 -0.9415 0.189 0.252 -0.059 -0.0234
C -3.6107 0.0560 -0.4439 -0.033 0.080 0.031 -0.3997
C -3.7432 0.6525 0.8090 -0.063 0.000 -0.007 -0.0964
C -4.9792 1.1274 1.2231 0.044 0.001 0.021 -0.0413
C -6.0807 0.9989 0.3901 -0.046 -0.006 -0.027 -0.0233
C -5.9550 0.4069 -0.8631 0.017 0.005 0.005 -0.0313
C -4.7219 -0.0572 -1.2869 -0.042 -0.002 -0.001 -0.0801
P 0.3462 1.8347 -1.0516 0.032 -0.298 -0.023 0.9346
C 0.5066 3.4489 -0.2958 0.018 -0.037 0.060 -0.3764
C 0.0940 3.6361 1.0222 -0.012 0.026 0.024 -0.1072
C 0.1572 4.8967 1.5959 -0.018 -0.052 -0.001 -0.0573
C 0.6361 5.9656 0.8516 0.014 0.033 -0.026 -0.0367
C 1.0558 5.7799 -0.4603 0.000 0.007 -0.007 -0.0374
C 0.9954 4.5224 -1.0395 0.035 0.080 0.021 -0.0620
C 1.7277 1.6071 -2.1833 -0.035 0.093 0.006 -0.3662
C 1.5504 1.3881 -3.5499 0.032 -0.034 -0.021 -0.0824
C 2.6533 1.2719 -4.3856 -0.077 -0.001 0.021 -0.0485
C 3.9319 1.3863 -3.8635 0.056 0.004 0.007 -0.0392
C 4.1136 1.6170 -2.5050 0.005 0.006 0.015 -0.0603
C 3.0187 1.7221 -1.6648 0.055 -0.014 -0.023 -0.1070
H -1.0023 2.5395 -2.9448 -0.017 0.018 -0.009 0.1069
H -1.9281 2.3893 -1.4651 -0.018 -0.003 -0.007 0.0980
H -0.8939 0.0031 -3.1232 0.022 0.004 0.023 0.0646
H -2.5661 0.5738 -3.1013 0.016 0.032 -0.036 0.1045
H -0.5870 -2.1240 -3.0441 -0.012 0.025 0.025 0.1188
H -0.9336 -4.4281 -3.8083 -0.019 -0.025 0.003 0.1382
H -2.7114 -5.8258 -2.7612 0.004 0.013 0.004 0.1427
H -4.1280 -4.9303 -0.9162 0.015 -0.018 -0.023 0.1387
H -3.8082 -2.6102 -0.1523 0.013 0.033 0.002 0.1268
H -2.8773 0.7565 1.4533 0.002 -0.006 -0.018 0.0598
H -5.0844 1.6004 2.1902 0.001 -0.007 -0.006 0.1213
H -7.0449 1.3681 0.7137 0.005 -0.004 -0.005 0.1279
H -6.8170 0.3170 -1.5102 0.004 0.002 0.006 0.1263
H -4.6303 -0.4989 -2.2740 0.002 -0.005 0.017 0.1185
H -0.2742 2.7943 1.6027 -0.003 0.007 -0.002 0.0705
H -0.1614 5.0478 2.6185 -0.003 -0.001 -0.004 0.1153
H 0.6871 6.9504 1.2968 0.004 -0.006 -0.004 0.1233
H 1.4334 6.6170 -1.0318 -0.003 -0.002 0.004 0.1232
H 1.3384 4.3795 -2.0575 -0.014 -0.002 0.008 0.1190
H 0.5619 1.3388 -3.9871 0.010 0.012 -0.014 0.0922
H 2.5115 1.1155 -5.4466 -0.005 0.004 0.007 0.1200
H 4.7894 1.3146 -4.5193 0.000 -0.002 0.008 0.1228
H 5.1123 1.7333 -2.1049 -0.009 -0.003 -0.002 0.1104
H 3.1667 1.9218 -0.6108 0.004 0.004 0.009 0.1029
C 1.5262 -3.6520 1.6455 0.014 -0.054 0.012 -0.1262
C 2.3848 -3.7525 0.3760 0.030 0.023 0.003 -0.1185
C 1.6978 -2.8226 -0.6326 -0.041 0.006 0.071 -0.1448
O 0.4758 -2.3476 0.0144 -0.022 0.023 -0.125 -0.3347
C 0.1714 -3.2548 1.1001 0.048 0.065 0.004 -0.1815
H 1.9025 -2.8790 2.3191 -0.002 0.002 -0.003 0.1026
H 1.4876 -4.5879 2.1997 0.016 0.015 0.007 0.1323
H 2.4012 -4.7768 0.0083 -0.008 0.003 -0.018 0.1243
H 3.4161 -3.4532 0.5536 -0.007 -0.014 0.007 0.0911
H 1.4119 -3.3468 -1.5455 -0.037 -0.024 -0.002 0.1175
H 2.2855 -1.9469 -0.8917 0.012 0.033 0.002 0.1015
H -0.3747 -4.1168 0.7060 0.006 -0.004 -0.042 0.1308
H -0.4668 -2.7237 1.8073 -0.024 -0.006 0.003 0.1098
```
Positions in Å, forces in eV/Å.

Values from the calculation:
Total charge ... +3
2S+1 ... 6
Gap between HOMO and LUMO (spin up / spin down) ... 6.20 / 3.79 eV

***

Density functional theory data (ωB97M-V/def2-TZVPD) for a molecular structure, C39H36F5N2OPS3SeTi.

```
89
Properties=species:S:1:pos:R:3:forces:R:3:lowdin_charge:R:1
Ti -0.2536 1.0559 0.8526 1.026 1.126 -0.557 0.1418
C -1.2804 4.2588 1.4619 0.117 -0.020 0.033 -0.4752
C -0.4206 4.5062 0.2305 -0.120 -0.030 -0.068 -0.4614
S -0.1218 2.9918 -0.7371 0.299 0.305 -0.234 0.8782
C 1.6835 3.0546 -0.9989 -0.125 0.047 0.004 -0.4882
C 2.5349 3.0873 0.2592 0.059 -0.082 -0.003 -0.4712
S 2.1862 1.7132 1.4089 0.215 0.132 0.024 0.7846
C 2.0433 2.6225 2.9794 -0.021 0.114 -0.147 -0.4978
C 0.9308 3.6549 3.1018 0.024 -0.056 0.022 -0.4776
S -0.6677 2.9798 2.5877 -0.171 0.040 -0.046 0.8988
H -2.2608 3.8835 1.1763 -0.109 0.005 -0.048 0.0716
H -1.4166 5.1845 2.0206 -0.023 0.053 -0.014 0.0889
H 0.5460 4.9340 0.4869 0.008 0.037 0.041 0.0640
H -0.9321 5.2163 -0.4171 -0.005 0.079 -0.008 0.0833
H 1.9178 3.9063 -1.6394 0.021 0.008 0.001 0.0925
H 1.8941 2.1319 -1.5452 0.031 -0.052 -0.034 0.0235
H 2.4064 4.0212 0.8062 0.026 0.002 0.014 0.0665
H 3.5817 3.0022 -0.0291 -0.013 -0.012 -0.022 0.0652
H 3.0048 3.1005 3.1653 0.051 -0.010 0.114 0.0862
H 1.9155 1.8315 3.7184 -0.005 -0.005 0.051 0.0743
H 1.1410 4.5448 2.5102 0.024 -0.018 -0.009 0.0691
H 0.8295 3.9668 4.1405 0.082 0.074 0.028 0.0788
C -0.5858 -4.6794 0.6575 0.024 0.021 0.031 -0.0969
C 0.5004 -3.8420 0.8874 -0.041 0.083 -0.038 -0.0889
C 0.5170 -2.5558 0.3560 -0.043 -0.132 -0.040 -0.1227
C -0.5409 -2.0960 -0.4299 -0.020 -0.002 -0.121 -0.3427
C -1.6343 -2.9379 -0.6390 0.023 -0.025 0.089 -0.0636
C -1.6586 -4.2201 -0.0961 -0.020 0.121 -0.014 -0.0822
P -0.3997 -0.4199 -1.2171 -0.297 -0.962 -0.321 1.0437
C 0.3278 -0.8291 -2.8515 -0.011 0.203 -0.015 -0.3880
C 0.3431 0.1939 -3.7998 0.056 0.039 0.003 -0.1152
C 0.7533 -0.0485 -5.1028 -0.006 0.023 0.023 -0.0790
C 1.1530 -1.3257 -5.4751 0.023 -0.026 0.029 -0.0893
C 1.1702 -2.3418 -4.5300 -0.019 0.045 0.094 -0.0791
C 0.7705 -2.0957 -3.2193 -0.058 0.027 -0.080 -0.0806
C -2.1556 -0.1123 -1.6769 0.033 0.068 0.078 -0.3171
C -2.7138 -0.4962 -2.8676 -0.089 -0.002 -0.095 -0.0824
C -4.0955 -0.3143 -3.1129 0.111 -0.062 -0.069 -0.0725
C -4.8962 0.2137 -2.1445 0.020 0.066 0.125 -0.0392
C -4.3575 0.5986 -0.8879 0.083 -0.031 0.007 -0.1688
C -5.1966 1.0876 0.1464 -0.038 -0.041 -0.139 -0.0542
C -4.6603 1.3847 1.3627 0.162 0.013 0.113 -0.0968
C -3.2605 1.2698 1.5772 -0.017 -0.152 -0.272 -0.1745
C -2.3449 0.8747 0.6047 -1.848 -0.154 -0.281 -0.2304
C -2.9590 0.4706 -0.6465 0.006 0.120 0.130 -0.1949
H -0.5921 -5.6895 1.0557 -0.004 0.094 -0.014 0.1030
H 1.3464 -4.1920 1.4691 -0.025 0.022 -0.041 0.1073
H 1.3680 -1.9143 0.5397 0.126 0.060 -0.040 0.0587
H -2.4739 -2.5900 -1.2284 0.026 -0.036 -0.013 0.1031
H -2.5140 -4.8641 -0.2733 0.064 0.058 -0.002 0.1035
H 0.0107 1.1891 -3.5191 -0.017 0.000 -0.026 0.1013
H 0.7550 0.7575 -5.8298 -0.003 -0.064 0.077 0.1045
H 1.4678 -1.5228 -6.4947 -0.018 0.016 0.103 0.1049
H 1.5075 -3.3343 -4.8069 -0.010 0.064 0.029 0.1070
H 0.8145 -2.8960 -2.4918 -0.050 0.018 -0.003 0.1050
H -2.1025 -0.9572 -3.6328 0.014 0.008 -0.011 0.1051
H -4.5147 -0.6179 -4.0676 0.064 0.040 0.095 0.1038
H -5.9607 0.3423 -2.3181 0.061 -0.021 0.029 0.1099
H -6.2627 1.1968 -0.0417 0.137 -0.030 0.018 0.1083
H -5.3037 1.7245 2.1709 0.086 -0.024 -0.064 0.0981
H -2.9128 1.5185 2.5731 0.094 0.083 0.124 0.0509
F 7.3436 1.9317 -4.8911 0.136 0.070 -0.137 0.1135
C 6.4637 1.4384 -4.0171 0.086 0.039 -0.113 -0.1601
C 6.4119 1.9208 -2.7312 -0.016 0.059 0.181 -0.1591
F 7.2542 2.8922 -2.3584 0.070 0.098 0.071 0.1059
C 5.4915 1.4057 -1.8390 -0.015 0.042 0.015 -0.2642
F 5.5078 1.9381 -0.6036 -0.014 0.036 0.143 0.0448
C 4.5818 0.4056 -2.1654 -0.083 -0.043 0.026 -0.5410
Se 3.3084 -0.2629 -0.9206 0.118 -0.003 -0.135 0.6072
C 4.6810 -0.0582 -3.4764 0.042 0.027 0.050 -0.2627
F 3.8844 -1.0337 -3.9133 -0.193 -0.174 -0.013 0.0748
C 5.5916 0.4402 -4.3879 -0.096 -0.104 -0.046 -0.1533
F 5.6377 -0.0371 -5.6375 -0.025 -0.061 -0.076 0.1083
N -0.3032 -0.2022 2.3797 0.102 -1.174 1.395 0.0854
C -0.6175 -1.1138 3.0246 -0.218 -0.285 0.215 -0.1663
N -1.0957 -2.0825 3.7641 0.000 0.073 -0.140 -0.0581
C -0.2396 -3.0775 4.4229 -0.065 0.046 -0.152 -0.1050
C -0.8628 -3.4090 5.7616 -0.240 0.028 0.025 -0.1845
O -2.2112 -3.8320 5.6122 0.023 0.141 -0.083 -0.1212
C -3.0197 -2.8201 5.0175 0.180 -0.129 0.191 -0.1786
C -2.5146 -2.4766 3.6366 0.235 0.105 -0.025 -0.0855
H 0.7605 -2.6699 4.5515 0.030 0.048 -0.025 0.1380
H -0.1822 -3.9748 3.8027 0.001 -0.013 -0.066 0.1213
H -0.8159 -2.5299 6.4152 -0.023 0.019 0.042 0.1295
H -0.3228 -4.2275 6.2292 -0.003 -0.068 0.060 0.1301
H -3.0170 -1.9228 5.6472 -0.009 0.014 0.038 0.1305
H -4.0317 -3.2120 4.9618 -0.042 -0.057 0.033 0.1309
H -3.0769 -1.6578 3.1899 0.030 0.047 -0.003 0.1348
H -2.5783 -3.3505 2.9863 0.021 -0.044 -0.110 0.1303
```
Positions in Å, forces in eV/Å.

Values from the calculation:
Total charge ... 0
2S+1 ... 3
Gap between HOMO and LUMO (spin up / spin down) ... 6.03 / 6.16 eV